No. 1
Computed, not measured: a structure of composition C31H36BrF6KN8O6S2Se at a distorted geometry, with ωB97M-V with the def2-TZVPD basis set.

Net charge = -2
Relative energy (zero: lowest compared OMol25 entry of this formula, charge and spin) = 72.4 kcal/mol
Kohn-Sham gap = 5.0 eV

Last column: Mulliken charge in e.
Atoms and positions in Å:
K -0.805 -1.092 -0.464  1.01
O 4.133 -2.584 3.291  -0.53
C 3.744 -3.149 2.091  1.28
C 4.568 -4.059 1.438  -0.91
C 4.180 -4.591 0.217  -0.45
C 2.970 -4.208 -0.344  -1.02
C 2.159 -3.308 0.335  0.10
C 2.518 -2.764 1.560  -0.23
C 1.566 -1.791 2.295  -0.09
O 0.289 -1.913 1.995  -0.74
N 2.126 -0.411 1.920  0.52
N 1.592 0.646 2.464  -0.56
C 2.201 1.783 2.352  -0.45
C 1.690 3.003 2.943  0.14
Br -0.181 3.025 3.354  -0.21
C 2.358 4.140 3.183  -1.13
C 3.816 4.367 3.156  0.94
C 4.267 5.691 3.150  -0.55
C 5.617 6.005 3.179  -0.47
C 6.569 4.994 3.224  -0.43
C 6.141 3.673 3.245  -0.62
C 4.789 3.360 3.213  -0.35
H 4.998 -2.940 3.518  0.28
H 5.519 -4.340 1.885  0.21
H 4.829 -5.291 -0.295  0.36
H 2.658 -4.601 -1.303  0.46
H 1.213 -3.011 -0.093  0.20
H 1.814 -1.878 3.367  0.19
H 3.096 -0.350 1.620  0.32
H 3.099 1.874 1.744  0.61
H 1.769 5.007 3.456  0.25
H 3.532 6.488 3.112  0.31
H 5.927 7.043 3.161  0.34
H 7.625 5.233 3.249  0.35
H 6.867 2.870 3.289  0.36
H 4.486 2.325 3.262  0.61
C -4.022 1.107 3.698  -1.11
N -3.515 0.191 2.689  0.15
C -3.133 -1.093 3.253  -1.15
C -2.567 0.714 1.785  -0.26
N -1.388 0.339 1.595  0.28
N -3.072 1.805 1.039  0.20
C -2.412 2.310 -0.104  -0.14
N -2.576 3.694 -0.208  -0.56
N -1.819 1.555 -0.928  -0.17
H -4.991 0.762 4.063  0.36
H -4.145 2.109 3.290  0.38
H -3.337 1.181 4.556  0.29
H -4.000 -1.520 3.758  0.37
H -2.309 -1.006 3.975  0.37
H -2.818 -1.772 2.463  0.24
H -0.995 -0.417 2.172  0.05
H -4.059 1.985 1.094  0.30
H -2.535 4.151 0.691  0.25
H -1.939 4.117 -0.868  0.27
H -1.304 2.082 -1.631  0.08
F -3.158 -0.216 -2.961  -0.21
C -4.228 -0.636 -2.303  0.68
F -5.234 -0.774 -3.174  -0.26
F -4.584 0.270 -1.397  -0.21
S -3.914 -2.243 -1.473  1.07
O -2.952 -1.982 -0.415  -0.58
O -5.235 -2.663 -1.116  -0.71
N -3.271 -3.087 -2.642  -0.61
S -1.786 -3.609 -2.389  1.14
O -0.803 -2.558 -2.195  -0.74
O -1.712 -4.756 -1.531  -0.70
C -1.437 -4.252 -4.068  0.49
F -2.399 -5.073 -4.488  -0.23
F -1.307 -3.265 -4.948  -0.22
F -0.292 -4.933 -4.015  -0.21
C 3.536 1.495 -8.223  -1.40
C 3.383 1.614 -6.727  0.70
C 3.443 0.501 -5.899  -1.18
C 3.333 0.595 -4.512  1.22
C 3.388 -0.664 -3.692  -1.44
C 3.161 1.852 -3.887  -0.15
Se 3.059 2.009 -1.989  -0.51
C 3.071 2.984 -4.735  1.22
C 2.856 4.356 -4.160  -1.53
C 3.187 2.847 -6.116  -0.95
H 3.500 0.449 -8.535  0.33
H 4.489 1.909 -8.568  0.27
H 2.743 2.029 -8.754  0.32
H 3.576 -0.482 -6.347  0.16
H 3.509 -1.539 -4.337  0.31
H 2.481 -0.778 -3.096  0.16
H 4.205 -0.625 -2.968  0.33
H 2.051 4.341 -3.422  0.29
H 2.625 5.073 -4.954  0.35
H 3.741 4.696 -3.613  0.26
H 3.116 3.739 -6.738  0.24

***

No. 2
Computed, not measured: a cluster of 6 separate species, C31H36F15IN2O10 in total, with ωB97M-V with the def2-TZVPD basis set.

Net charge = 0
Structure (SMILES) = ICCCc1cccc2nccnc12.CCOC(=O)C(F)(F)F.CCOC(=O)C(F)(F)F.CCOC(=O)C(F)(F)F.CCOC(=O)C(F)(F)F.CCOC(=O)C(F)(F)F
Kohn-Sham gap = 8.6 eV

Last column: Mulliken charge in e.
Atoms and positions in Å:
I 6.281 0.308 1.600  -0.02
C 4.337 1.203 1.431  -0.57
C 4.066 1.640 0.010  -0.82
C 2.591 2.011 -0.233  -0.76
C 1.659 0.874 0.151  0.39
C 1.965 -0.420 -0.195  -0.18
C 1.106 -1.480 0.192  -1.13
C -0.026 -1.205 0.906  -0.49
C -0.380 0.110 1.275  0.46
N -1.518 0.305 2.003  -0.66
C -1.731 1.556 2.308  -0.38
C -0.899 2.623 1.914  -0.44
N 0.186 2.454 1.215  -0.37
C 0.477 1.163 0.894  0.44
H 3.651 0.445 1.791  0.46
H 4.270 2.041 2.117  0.00
H 4.405 0.889 -0.699  0.43
H 4.662 2.524 -0.220  0.58
H 2.383 2.889 0.371  0.45
H 2.436 2.280 -1.278  0.16
H 2.854 -0.683 -0.744  0.45
H 1.364 -2.498 -0.060  0.47
H -0.662 -2.021 1.217  0.57
H -2.608 1.785 2.901  0.44
H -1.164 3.636 2.187  0.52
C 6.413 4.320 7.553  -0.78
C 7.301 3.422 6.722  -0.37
O 6.951 3.489 5.325  -0.23
C 7.438 4.522 4.652  0.31
O 8.129 5.394 5.085  -0.53
C 7.014 4.419 3.179  0.89
F 5.713 4.105 3.062  -0.21
F 7.719 3.467 2.558  -0.24
F 7.209 5.566 2.538  -0.26
H 5.363 4.080 7.385  0.02
H 6.636 4.197 8.612  0.41
H 6.555 5.368 7.290  0.29
H 7.163 2.381 7.008  0.36
H 8.355 3.663 6.853  0.35
C -3.279 -1.661 -0.754  -0.88
C -4.626 -2.216 -1.158  -0.44
O -4.577 -2.791 -2.481  -0.31
C -4.088 -4.017 -2.565  0.35
O -3.686 -4.692 -1.664  -0.51
C -4.144 -4.496 -4.025  0.88
F -3.707 -3.555 -4.871  -0.25
F -5.405 -4.801 -4.366  -0.25
F -3.396 -5.580 -4.206  -0.25
H -2.922 -0.948 -1.499  0.31
H -3.346 -1.158 0.211  0.33
H -2.534 -2.452 -0.680  0.29
H -5.365 -1.420 -1.212  0.36
H -4.988 -2.954 -0.443  0.35
C 1.335 2.763 4.168  -0.89
C 2.726 2.905 4.751  0.19
O 2.909 4.204 5.349  -0.31
C 2.426 4.356 6.572  0.34
O 1.859 3.530 7.223  -0.54
C 2.738 5.774 7.078  0.85
F 2.477 6.695 6.145  -0.25
F 4.036 5.872 7.403  -0.21
F 2.019 6.061 8.157  -0.25
H 1.134 3.570 3.468  0.32
H 1.235 1.810 3.651  0.26
H 0.578 2.813 4.952  0.41
H 3.475 2.837 3.967  -0.25
H 2.940 2.124 5.479  0.35
C -8.336 -6.572 -4.211  -1.04
C -8.903 -6.522 -5.612  -0.27
O -10.341 -6.625 -5.600  -0.31
C -11.000 -5.507 -5.336  0.34
O -10.524 -4.435 -5.109  -0.51
C -12.514 -5.771 -5.405  0.91
F -12.843 -6.898 -4.765  -0.25
F -12.903 -5.892 -6.681  -0.25
F -13.195 -4.770 -4.857  -0.24
H -8.676 -7.469 -3.693  0.33
H -7.248 -6.575 -4.243  0.30
H -8.662 -5.714 -3.624  0.32
H -8.554 -7.373 -6.193  0.33
H -8.597 -5.618 -6.137  0.33
C 2.070 -2.147 -6.769  -1.11
C 1.055 -1.428 -5.908  -0.20
O 1.696 -0.714 -4.831  -0.27
C 2.210 0.467 -5.140  0.11
O 2.198 0.994 -6.211  -0.53
C 2.808 1.112 -3.880  1.19
F 3.539 0.236 -3.178  -0.26
F 1.825 1.562 -3.081  -0.29
F 3.591 2.139 -4.184  -0.26
H 2.691 -2.803 -6.158  0.31
H 1.566 -2.745 -7.527  0.38
H 2.732 -1.441 -7.269  0.32
H 0.389 -2.143 -5.429  0.28
H 0.441 -0.745 -6.494  0.33

***

No. 3
Computed, not measured: a structure of composition C31H36F9O2P2S2SiV, with ωB97M-V with the def2-TZVPD basis set.

Net charge = -1
Relative energy (zero: lowest compared OMol25 entry of this formula, charge and spin) = 0.0 kcal/mol
Kohn-Sham gap (alpha / beta) = 5.7 / 5.1 eV
2S+1 = 2

Last column: Löwdin spin population.
Atoms and positions in Å:
V -1.154 -0.997 -0.206  0.97
C -4.647 -3.651 -2.006  0.00
C -3.418 -2.807 -1.768  0.00
S -3.062 -2.466 -0.062  0.00
C -2.647 -2.344 -2.759  0.00
C -2.924 -2.605 -4.211  0.00
S -1.196 -1.350 -2.461  -0.01
H -5.115 -3.906 -1.057  0.00
H -4.412 -4.587 -2.522  0.00
H -5.394 -3.127 -2.611  0.00
H -3.785 -3.257 -4.365  0.00
H -2.059 -3.069 -4.693  0.00
H -3.110 -1.671 -4.749  0.00
C -3.856 2.586 -0.602  0.00
Si -3.122 1.639 0.848  0.01
C -4.510 0.720 1.725  0.00
C -2.419 2.897 2.073  0.00
O -1.949 0.663 0.350  0.04
H -4.738 3.161 -0.309  0.00
H -4.150 1.886 -1.387  0.00
H -3.128 3.281 -1.025  0.00
H -5.361 1.379 1.916  0.00
H -4.175 0.320 2.687  0.00
H -4.835 -0.128 1.119  0.00
H -3.197 3.547 2.483  0.00
H -1.667 3.533 1.599  0.00
H -1.945 2.385 2.916  0.00
C -1.568 -1.486 2.993  0.00
P -0.387 -2.671 2.340  0.00
C 1.015 -2.651 3.471  0.00
C -1.154 -4.287 2.457  0.00
O 0.087 -2.343 0.943  0.01
H -1.788 -1.718 4.037  0.00
H -2.488 -1.528 2.406  0.00
H -1.157 -0.478 2.917  0.00
H 0.700 -2.889 4.488  0.00
H 1.470 -1.659 3.457  0.00
H 1.757 -3.379 3.142  0.00
H -1.493 -4.488 3.474  0.00
H -0.441 -5.052 2.148  0.00
H -1.995 -4.286 1.759  0.00
F -0.573 5.873 -3.832  0.00
C 0.518 5.723 -3.067  0.00
F 0.507 6.731 -2.171  0.00
F 1.585 5.951 -3.863  0.00
C 0.591 4.381 -2.404  0.00
C -0.397 3.432 -2.596  0.00
C -0.299 2.199 -1.959  0.00
C 0.791 1.922 -1.141  0.00
C 1.783 2.889 -0.960  0.00
C 1.687 4.117 -1.584  0.00
P 0.868 0.243 -0.390  0.00
C 2.214 -0.555 -1.357  0.00
C 2.743 -0.015 -2.523  0.00
C 3.688 -0.714 -3.263  0.00
C 4.112 -1.960 -2.830  0.00
C 3.575 -2.524 -1.677  0.00
C 2.626 -1.828 -0.953  0.00
C 5.105 -2.743 -3.631  0.00
F 4.517 -3.659 -4.425  0.00
F 5.851 -1.964 -4.436  0.00
F 5.966 -3.426 -2.848  0.00
C 1.785 0.686 1.181  -0.01
C 0.979 1.287 2.153  0.00
C 1.467 1.557 3.419  0.00
C 2.775 1.200 3.733  0.00
C 3.590 0.595 2.782  0.00
C 3.092 0.345 1.509  0.00
C 3.309 1.416 5.116  0.00
F 4.599 1.803 5.114  0.00
F 2.620 2.345 5.798  0.00
F 3.263 0.287 5.861  0.00
H -1.247 3.643 -3.231  0.00
H -1.061 1.442 -2.102  0.00
H 2.635 2.681 -0.325  0.00
H 2.455 4.867 -1.440  0.00
H 2.419 0.955 -2.877  0.00
H 4.090 -0.282 -4.169  0.00
H 3.890 -3.507 -1.352  0.00
H 2.168 -2.281 -0.082  0.00
H -0.049 1.536 1.907  0.00
H 0.833 2.034 4.154  0.00
H 4.607 0.321 3.028  0.00
H 3.740 -0.119 0.776  0.00